A structure of composition C23H17Cl3CuN3O7S4. Source: the OMol25 dataset; level of theory: ωB97M-V/def2-TZVPD.

The geometry in XYZ format:
```
58
C23H17Cl3CuN3O7S4 | the OMol25 dataset | ωB97M-V/def2-TZVPD
Cu -0.54 3.16 1.06
Cl 1.47 -5.25 2.66
C 0.33 -4.41 1.62
C 0.68 -3.21 1.05
C -0.24 -2.57 0.21
C -1.49 -3.12 -0.04
C -2.46 -2.40 -0.94
C -3.46 -1.58 -0.15
N -2.77 -0.66 0.71
C -2.59 -0.72 2.09
C -1.93 0.43 2.41
N -1.71 1.19 1.27
C -2.24 0.53 0.30
O -1.70 -1.55 -1.79
C -2.34 -1.22 -3.01
C -1.46 -0.24 -3.72
C -0.76 -0.51 -4.84
Cl -0.68 -2.01 -5.69
S 0.14 0.83 -5.39
C -0.42 1.80 -4.10
C -1.26 1.12 -3.30
C -1.80 -4.33 0.56
Cl -3.36 -5.10 0.31
C -0.90 -4.99 1.38
H 1.63 -2.73 1.27
H 0.03 -1.62 -0.23
H -3.02 -3.13 -1.53
H -4.08 -2.25 0.44
H -4.10 -1.03 -0.83
H -2.93 -1.56 2.67
H -1.59 0.78 3.38
H -2.24 0.85 -0.74
H -3.32 -0.76 -2.83
H -2.50 -2.11 -3.61
H -0.09 2.83 -4.00
H -1.71 1.56 -2.41
H -1.16 -5.94 1.83
O 3.24 -1.08 -0.24
S 3.02 -0.38 1.02
O 3.02 -1.22 2.20
N 1.75 0.57 0.96
C 2.09 1.88 1.03
O 1.38 2.88 0.97
C 3.59 2.08 1.18
C 4.29 3.27 1.24
C 5.68 3.22 1.28
C 6.35 2.00 1.26
C 5.65 0.80 1.22
C 4.26 0.88 1.19
H 3.73 4.21 1.26
H 6.25 4.14 1.32
H 7.44 1.98 1.27
H 6.16 -0.15 1.23
O -3.80 5.16 1.05
S -2.33 5.04 1.01
O -1.94 4.02 -0.03
O -1.66 6.32 0.74
S -1.62 4.28 2.80
```

Net charge: -2
Highest occupied orbital energy (eV): -0.6546
Energy above the lowest of the compared OMol25 structures with the same formula, charge and spin (kJ/mol): 135.94
Multiplicity: 1

These are the Löwdin partial charges, in e, on atoms 1 to 5:
1 Cu 0.02
2 Cl 0.64
3 C -0.64
4 C -0.06
5 C 0.03

---

A structure of composition C23H17CoN5O2S. Source: the OMol25 dataset; level of theory: ωB97M-V/def2-TZVPD.

The geometry in XYZ format:
```
49
C23H17CoN5O2S | the OMol25 dataset | ωB97M-V/def2-TZVPD
Co 0.40 -0.20 -0.23
O 1.41 -2.03 3.11
C 1.30 -1.47 2.03
N 0.23 -1.28 1.27
C -1.03 -1.94 1.40
C -1.42 -2.82 2.40
C -2.68 -3.42 2.31
C -3.53 -3.15 1.27
C -3.15 -2.25 0.26
C -1.90 -1.66 0.33
N -1.34 -0.73 -0.60
C -1.85 -0.33 -1.74
O -2.81 -0.77 -2.38
C -1.04 0.86 -2.27
C -1.54 1.68 -3.26
C -0.89 2.87 -3.54
C 0.23 3.19 -2.82
C 0.70 2.28 -1.88
N 0.09 1.13 -1.63
C 2.53 -0.88 1.33
C 3.80 -1.15 1.78
C 4.88 -0.65 1.07
C 4.64 0.10 -0.06
C 3.33 0.33 -0.44
N 2.29 -0.16 0.24
H -0.75 -3.02 3.22
H -2.98 -4.12 3.09
H -4.50 -3.63 1.22
H -3.81 -2.02 -0.56
H -2.46 1.37 -3.75
H -1.27 3.55 -4.30
H 0.75 4.13 -2.96
H 1.59 2.49 -1.31
H 3.90 -1.75 2.67
H 5.90 -0.86 1.39
H 5.45 0.52 -0.64
H 3.11 0.91 -1.32
S 0.81 -3.73 -0.72
C 0.88 -2.80 -2.09
N -0.29 -2.35 -2.67
C -0.38 -1.61 -3.80
C 0.74 -1.23 -4.46
C 2.00 -1.64 -3.93
C 2.07 -2.39 -2.80
H -1.14 -2.60 -2.18
H -1.38 -1.35 -4.11
H 0.67 -0.64 -5.36
H 2.91 -1.36 -4.45
H 3.02 -2.71 -2.39
```

Net charge: 0
Highest occupied orbital energy (spin up / spin down) (eV): -7.3128 / -7.2919
Multiplicity: 2

These are the Löwdin partial charges, in e, on atoms 1 to 5:
1 Co 0.62
2 O 0.05
3 C -0.48
4 N 0.00
5 C -0.22

---

A structure of composition C23H17CuN6O2S4. Source: the OMol25 dataset; level of theory: ωB97M-V/def2-TZVPD.

The geometry in XYZ format:
```
53
C23H17CuN6O2S4 | the OMol25 dataset | ωB97M-V/def2-TZVPD
Cu -1.14 1.79 -2.19
C -2.22 -4.00 3.20
O -1.18 -3.78 2.27
C -0.25 -2.84 2.59
C -0.14 -2.26 3.85
C 0.87 -1.32 4.08
C 1.73 -0.94 3.08
C 1.62 -1.54 1.83
C 0.65 -2.49 1.59
N 2.81 -0.03 3.44
N 3.19 0.85 2.65
C 2.47 1.09 1.43
C 3.24 1.40 0.34
C 2.71 1.55 -0.95
C 1.34 1.45 -1.18
O 0.78 1.53 -2.34
C 0.51 1.25 0.00
N -0.83 1.26 -0.23
C -1.67 1.15 0.77
C -1.21 1.07 2.10
C 0.13 1.05 2.35
C 1.05 1.10 1.29
H -2.93 -4.66 2.72
H -2.72 -3.07 3.46
H -1.84 -4.47 4.11
H -0.82 -2.51 4.64
H 0.97 -0.87 5.07
H 2.31 -1.27 1.04
H 0.56 -2.96 0.61
H 4.31 1.47 0.49
H 3.35 1.77 -1.80
H -2.72 1.15 0.52
H -1.93 1.03 2.91
H 0.48 1.05 3.38
S -3.30 1.43 -2.48
C -3.88 3.04 -2.19
C -5.29 3.18 -1.90
N -6.42 3.28 -1.66
C -3.09 4.14 -2.22
S -1.37 4.11 -2.42
C -3.70 5.45 -2.08
N -4.15 6.51 -1.97
S -0.96 -1.85 -1.88
C 0.31 -1.67 -2.91
N 1.61 -1.49 -2.58
C 2.48 -0.98 -3.63
C 1.94 -1.57 -4.92
S 0.15 -1.69 -4.66
H 1.78 -1.22 -1.62
H 3.51 -1.29 -3.44
H 2.43 0.11 -3.65
H 2.34 -2.56 -5.12
H 2.13 -0.92 -5.77
```

Net charge: -1
Highest occupied orbital energy (spin up / spin down) (eV): -4.6350 / -4.5925
Multiplicity: 2

These are the Löwdin partial charges, in e, on atoms 1 to 5:
1 Cu 0.10
2 C -0.09
3 O -0.08
4 C -0.28
5 C -0.02

---

A structure of composition C23H17F3N2O3S. Source: the OMol25 dataset; level of theory: ωB97M-V/def2-TZVPD.

The geometry in XYZ format:
```
49
C23H17F3N2O3S | the OMol25 dataset | ωB97M-V/def2-TZVPD
O -0.57 -0.57 -0.56
C -0.91 -0.82 0.45
N -0.96 -1.96 0.96
H -1.43 -2.22 1.89
C -0.63 -3.40 0.11
C -1.83 -4.27 0.08
C -2.68 -4.51 -0.88
C -3.51 -5.39 -0.81
C -3.21 -5.73 0.49
O -2.09 -5.07 1.02
H -3.62 -6.29 1.28
H -4.38 -5.73 -1.39
H -2.52 -4.05 -2.10
H 0.15 -3.63 0.88
H -0.27 -2.89 -0.81
C -1.67 0.25 1.51
N -1.13 1.41 0.94
C 0.11 1.81 1.26
O 0.90 1.29 1.87
C 0.68 3.14 0.68
C 1.92 3.19 0.04
C 2.78 2.17 0.17
C 2.46 0.94 -0.39
C 3.30 -0.17 -0.36
C 4.69 0.14 -0.42
C 5.22 1.24 0.23
C 4.25 2.08 0.33
H 4.61 3.39 0.63
H 6.09 1.32 0.62
C 5.70 -1.21 -0.23
F 6.23 -1.12 -1.58
F 6.66 -1.10 0.44
F 5.13 -2.33 -0.07
H 3.01 -1.32 -0.90
H 1.41 0.60 -0.73
H 2.39 4.37 -0.12
S -0.33 4.51 0.46
C -1.78 3.74 0.20
C -2.69 4.55 -0.77
C -3.88 4.05 -1.32
C -3.85 2.47 -1.20
C -3.19 1.84 -0.39
C -2.08 2.30 0.08
H -3.23 0.55 -0.60
H -4.85 2.14 -1.95
H -4.30 4.47 -1.98
H -2.42 5.45 -0.80
H -2.56 0.11 1.48
H -1.14 0.25 2.27
```

Net charge: 0
Highest occupied orbital energy (eV): -7.4469
Multiplicity: 1

These are the Löwdin partial charges, in e, on atoms 1 to 5:
1 O 0.17
2 C -0.65
3 N 0.11
4 H 0.18
5 C 0.06

---

A structure of composition C23H17IN2OPm. Source: the OMol25 dataset; level of theory: ωB97M-V/def2-TZVPD.

The geometry in XYZ format:
```
45
C23H17IN2OPm | the OMol25 dataset | ωB97M-V/def2-TZVPD
Pm 0.17 0.46 -0.63
C 4.22 -0.31 1.16
C 3.09 -0.78 0.48
N 1.87 -0.35 0.85
C 1.65 0.50 1.96
C 2.77 1.02 2.64
C 4.03 0.52 2.27
C 2.54 1.97 3.75
C 1.25 2.29 4.11
C 0.11 1.77 3.40
C -1.20 2.19 3.69
C -2.30 1.68 2.96
C -2.00 0.72 2.04
N -0.77 0.42 1.64
C 0.30 0.93 2.30
H 5.19 -0.73 0.92
H 3.15 -1.54 -0.29
H 4.88 0.78 2.95
H 3.39 2.31 4.33
H 1.04 2.97 4.89
H -1.35 2.88 4.48
H -3.30 2.18 3.01
H -2.78 0.20 1.47
I -0.46 1.21 -3.58
C -1.79 -0.55 -3.38
C -2.88 -0.45 -4.26
C -3.56 -1.67 -4.53
C -3.26 -2.86 -3.91
C -2.26 -2.97 -2.87
C -1.81 -4.23 -2.31
C -0.79 -4.23 -1.43
C -0.10 -2.99 -1.16
C -0.56 -1.79 -1.63
C -1.51 -1.75 -2.60
H -3.08 0.42 -4.76
H -4.29 -1.69 -5.31
H -3.79 -3.74 -4.30
H -2.40 -5.20 -2.38
H -0.44 -5.18 -1.06
H 0.79 -3.04 -0.47
C 1.30 3.79 -0.93
O 0.88 2.46 -0.86
H 0.59 4.30 -0.18
H 1.15 4.18 -1.92
H 2.30 3.88 -0.55
```

Net charge: +1
Highest occupied orbital energy (spin up / spin down) (eV): -10.1841 / -10.1817
Multiplicity: 5

These are the Löwdin partial charges, in e, on atoms 1 to 5:
1 Pm 1.56
2 C -0.01
3 C -0.08
4 N -0.05
5 C -0.14